(1)
Formula: C37H52BFHfN9O3S3
Source: OMol25
Level of theory: ωB97M-V/def2-TZVPD

Geometry as XYZ:
```
107
Properties=species:S:1:pos:R:3:forces:R:3
Hf 0.90374 -0.08454 1.15650 0.00 0.04 0.01
C 4.96206 -2.20690 0.13931 -0.04 0.04 -0.03
C 5.46245 -1.50215 1.39681 0.03 -0.04 -0.08
C 6.40861 -2.40047 2.19015 -0.01 -0.04 -0.02
C 6.19225 -0.20312 1.06416 0.01 0.00 0.06
N 4.25582 -1.21995 2.26240 -0.04 0.06 0.04
C 3.76378 -2.12447 3.20197 0.04 0.00 0.07
C 2.63298 -1.62958 3.71583 0.02 0.04 -0.05
N 2.38903 -0.38584 3.11138 -0.02 -0.01 0.12
B 1.85726 0.73075 4.16398 -0.01 -0.03 0.00
N 1.92241 2.17075 3.62829 -0.04 0.01 -0.02
C 2.90055 3.04413 4.05822 0.02 -0.01 -0.01
C 2.69838 4.22460 3.44328 -0.01 0.02 0.02
N 1.59021 4.08596 2.62701 -0.02 -0.03 -0.03
C 1.13944 2.82398 2.74623 0.03 0.01 0.03
S -0.21218 2.10107 1.92061 0.00 0.07 0.01
C 1.02669 5.19139 1.76816 -0.02 0.05 -0.04
C 1.14222 4.78196 0.30123 -0.01 0.01 0.00
C -0.41448 5.46581 2.19196 0.02 -0.02 0.03
C 1.85247 6.45528 1.99085 0.00 -0.01 0.02
N 0.43700 0.36919 4.67278 0.00 0.00 0.00
C 0.03899 0.94275 5.86583 0.00 0.00 0.00
C -1.23103 0.57021 6.10359 0.00 0.00 0.00
N -1.62980 -0.24258 5.05944 0.02 -0.01 0.00
C -0.59907 -0.34812 4.19685 -0.01 0.01 0.02
S -0.58370 -1.33850 2.76572 0.00 -0.02 0.00
C -2.99699 -0.87785 4.96162 -0.06 -0.03 -0.01
C -3.82286 -0.44891 6.17150 0.01 0.00 0.00
C -2.85067 -2.39797 4.98584 0.02 0.01 0.00
C -3.68727 -0.37231 3.69613 0.00 0.00 0.00
C 3.41062 -0.19216 2.20102 -0.04 -0.04 -0.03
S 3.19776 1.02054 0.98564 0.08 0.05 -0.06
H 5.81096 -2.45579 -0.49693 0.01 0.01 0.01
H 4.29113 -1.55432 -0.42224 0.01 -0.02 -0.01
H 4.43228 -3.12816 0.38649 0.00 0.00 0.01
H 7.31716 -2.52981 1.60503 0.01 0.01 0.01
H 6.00564 -3.39751 2.36310 -0.02 0.00 -0.01
H 6.68402 -1.94815 3.14366 0.00 -0.01 0.00
H 7.15883 -0.46065 0.63405 0.00 -0.01 0.00
H 6.37822 0.38749 1.96293 0.00 0.00 -0.01
H 5.66368 0.40352 0.33580 -0.02 0.02 0.00
H 4.27355 -3.04117 3.42896 0.00 0.01 0.01
H 1.98975 -2.01622 4.48574 0.01 0.00 0.00
H 2.60505 0.67662 5.09463 0.02 0.01 -0.01
H 3.64340 2.75117 4.77793 0.00 0.00 0.00
H 3.23731 5.14695 3.53451 0.00 0.00 0.01
H 0.53465 3.91017 0.06859 0.01 0.01 0.01
H 2.18308 4.57445 0.04681 0.00 -0.01 -0.01
H 0.80111 5.60967 -0.31999 0.00 0.00 0.00
H -1.07015 4.61747 2.01368 -0.01 -0.02 0.00
H -0.79642 6.31137 1.62086 0.02 0.00 -0.01
H -0.45465 5.72937 3.24963 -0.01 0.00 0.00
H 2.89143 6.32639 1.68636 0.00 0.01 0.00
H 1.81207 6.79686 3.02550 0.00 -0.01 0.00
H 1.42618 7.24418 1.37389 0.00 -0.01 -0.01
H 0.70293 1.55913 6.44533 0.00 0.00 0.00
H -1.87106 0.80720 6.93021 0.00 0.00 0.00
H -3.39086 -0.79593 7.11045 0.00 0.01 0.00
H -4.80571 -0.90737 6.07962 0.00 0.00 -0.01
H -3.96826 0.63100 6.20929 0.00 0.00 0.01
H -2.32889 -2.71792 5.88863 0.00 0.00 0.00
H -2.32235 -2.78277 4.11736 0.01 -0.01 0.00
H -3.84411 -2.84521 4.99712 -0.01 0.01 0.00
H -3.75059 0.71683 3.70662 0.00 0.00 0.00
H -4.70122 -0.77032 3.67001 0.00 0.00 0.00
H -3.17605 -0.68979 2.79035 0.00 0.00 0.01
C -0.01046 -4.15707 -5.52281 0.00 0.00 -0.01
C -0.95293 -4.26991 -4.33717 0.02 -0.02 -0.02
N -0.77114 -3.16033 -3.37296 0.03 -0.03 0.06
C -0.01277 -3.37080 -2.30296 -0.01 -0.02 -0.04
C 0.26748 -2.41771 -1.34396 0.03 -0.08 0.07
C 1.16519 -2.85934 -0.21172 -0.29 0.09 -0.27
O 1.43084 -4.01610 -0.04400 0.15 0.02 0.01
O 1.60089 -1.85529 0.52043 0.06 -0.14 0.18
C -0.30055 -1.14620 -1.47502 0.00 0.08 -0.01
O -0.15256 -0.18398 -0.60594 0.05 -0.12 -0.03
C -1.10782 -0.89891 -2.63510 -0.04 -0.01 -0.02
C -1.70292 0.35718 -2.83936 0.00 -0.01 -0.02
C -2.48177 0.57852 -3.93022 0.00 0.04 0.03
F -3.06582 1.77938 -4.05752 0.01 0.00 0.01
C -2.72308 -0.41334 -4.91342 0.00 -0.05 -0.01
C -2.12488 -1.64769 -4.71224 -0.01 0.00 0.00
C -1.33800 -1.91219 -3.58222 -0.01 0.07 0.02
N -3.50863 -0.18572 -6.04678 0.00 0.00 0.00
C -3.90490 1.16216 -6.46604 0.01 0.00 -0.01
C -4.52193 1.08932 -7.86761 -0.02 0.02 0.03
N -3.90212 -0.05152 -8.61918 0.00 -0.01 -0.01
C -4.29798 -1.38039 -8.01532 0.00 -0.02 0.03
C -4.45364 -1.19682 -6.50413 0.00 0.01 0.00
H -0.18126 -4.99020 -6.20332 0.00 0.00 0.00
H 1.02753 -4.20273 -5.19419 0.00 0.00 0.00
H -0.14849 -3.22722 -6.07489 -0.01 0.00 0.01
H -0.76559 -5.18972 -3.78805 -0.01 0.01 0.02
H -2.00138 -4.29176 -4.62866 0.00 0.00 -0.01
H 0.40500 -4.36273 -2.18017 0.00 0.00 0.00
H -1.56587 1.14568 -2.11270 0.00 0.01 0.00
H -2.24863 -2.41211 -5.46314 0.00 0.00 0.00
H -3.02470 1.80248 -6.48171 0.00 0.00 0.00
H -4.64221 1.62164 -5.80440 -0.01 0.00 0.00
H -4.35079 2.00967 -8.42060 0.01 -0.01 -0.01
H -5.59255 0.89617 -7.84466 0.00 0.00 -0.01
H -2.88580 0.04261 -8.58423 0.00 0.00 0.00
H -4.16987 -0.01996 -9.60427 0.01 0.00 0.00
H -3.51360 -2.09031 -8.26885 0.00 0.00 -0.01
H -5.22821 -1.69471 -8.48438 0.00 0.01 0.00
H -4.28594 -2.14696 -6.00691 0.01 0.00 0.00
H -5.47688 -0.89482 -6.25785 0.00 0.00 0.00
```
Forces are in eV/Å.

Summary:
energy relative to the best compared isomer or geometry (same formula, charge and spin): 0.0 kcal per mole
gap between HOMO and LUMO: 0.266 Eh
E_HOMO: -14.689 eV
calculated total energy: -3526.506418 Ha
charge: +3

Löwdin population analysis, charges in e, atoms 1 to 4: 1.18 -0.01 -0.53 -0.03

***

(2)
Formula: C37H52O7P3SSc
Source: OMol25
Level of theory: ωB97M-V/def2-TZVPD

Geometry as XYZ:
```
101
Properties=species:S:1:pos:R:3:forces:R:3
Sc -0.36436 0.33310 1.05394 -1.10 -0.61 0.42
C -6.61790 -0.96951 -0.38504 0.00 0.03 0.00
C -5.83364 -1.12562 0.75008 -0.01 -0.07 0.12
C -4.45771 -1.15045 0.63979 -0.02 -0.09 -0.21
C -3.85441 -1.02527 -0.61346 0.09 0.38 0.10
C -4.64116 -0.87636 -1.74835 0.19 0.02 0.09
C -6.02214 -0.84780 -1.62799 -0.13 -0.03 0.04
P -2.02573 -1.09712 -0.62371 -0.19 -1.21 0.01
C -1.60482 -1.31479 -2.38909 0.16 0.33 0.32
C -1.61327 -0.13338 -3.13408 0.04 -0.08 0.18
C -1.27983 -0.15186 -4.47414 -0.03 0.10 -0.15
C -0.92853 -1.34703 -5.08519 -0.02 0.01 0.07
C -0.91130 -2.52113 -4.34891 0.02 0.03 -0.03
C -1.24065 -2.50946 -3.00197 -0.08 0.08 0.09
C -1.87476 -2.72617 0.21327 0.09 0.10 -0.15
C -2.52600 -3.83299 -0.28212 0.18 0.37 0.07
C -2.47603 -5.05499 0.40143 0.05 -0.13 0.11
C -1.79774 -5.14560 1.58530 -0.02 -0.04 -0.08
C -1.14445 -4.02474 2.14357 -0.03 0.26 -0.26
C -0.45628 -4.11349 3.37209 0.17 0.22 0.11
C 0.16278 -3.01352 3.89566 -0.06 -0.09 0.10
C 0.09632 -1.77410 3.23083 -0.30 0.23 -0.47
C -0.56662 -1.60881 2.02378 0.06 -0.40 -0.04
C -1.17641 -2.77517 1.45767 -0.11 -0.11 0.06
H -7.69266 -0.95676 -0.29522 -0.12 -0.01 -0.01
H -6.30164 -1.25119 1.71617 -0.03 0.00 0.06
H -3.83353 -1.29881 1.51462 -0.05 -0.05 0.09
H -4.18646 -0.81080 -2.72526 0.04 0.04 -0.09
H -6.63499 -0.74901 -2.50920 -0.07 0.02 -0.13
H -1.88571 0.79940 -2.64980 0.05 0.03 -0.06
H -1.30108 0.76615 -5.04447 0.00 0.03 -0.06
H -0.67404 -1.36037 -6.13292 0.03 -0.02 -0.12
H -0.64405 -3.45170 -4.82533 0.03 -0.09 -0.04
H -1.22329 -3.42999 -2.43948 0.04 -0.06 0.04
H -3.10254 -3.75750 -1.19413 -0.06 -0.02 -0.06
H -2.98251 -5.91149 -0.01649 -0.04 -0.11 0.03
H -1.75653 -6.08011 2.12566 -0.03 -0.12 0.02
H -0.42980 -5.05811 3.89329 0.03 -0.13 0.05
H 0.70032 -3.07954 4.82860 0.03 -0.07 0.15
H 0.58810 -0.92411 3.70451 0.05 -0.03 -0.01
C 3.42847 -3.91332 0.04392 -0.07 0.40 0.15
C 2.51190 -2.71700 0.25627 -0.51 -0.96 -0.08
C 1.46505 -2.63288 -0.84271 0.32 0.21 0.30
O 3.35653 -1.54179 0.24919 0.17 1.15 0.06
P 2.92669 -0.05208 0.50731 1.27 -0.74 -0.17
O 1.62413 0.06745 1.24238 0.66 -0.04 0.16
C 2.87054 0.81206 -1.10071 -0.69 0.15 0.58
P 1.51794 2.01247 -0.93237 1.11 1.16 -0.54
O 0.19915 1.39794 -0.60149 -0.22 0.03 -0.34
O 2.16445 2.88468 0.22562 -0.20 -0.46 -0.81
C 1.49750 3.82859 1.09667 -0.40 0.49 0.48
C 0.45062 4.64574 0.35113 0.39 -0.13 -0.04
C 0.89877 3.07847 2.28213 0.24 -0.29 -0.40
O 1.27445 2.86723 -2.21421 -0.19 -0.56 0.67
C 2.20906 3.47131 -3.14831 0.30 0.37 -0.66
C 2.16998 2.64619 -4.42284 -0.01 0.03 0.36
C 1.73915 4.89852 -3.38069 0.15 -0.23 0.23
O 4.12751 0.60994 1.24673 -0.43 0.07 -0.51
C 4.63576 0.08246 2.51726 0.45 -0.17 0.74
C 6.15006 0.03833 2.41307 -0.38 -0.10 -0.19
C 4.16103 0.97289 3.65449 -0.09 -0.18 -0.43
H 2.84054 -4.82416 0.09419 -0.06 -0.13 0.02
H 4.20723 -3.95657 0.80125 0.02 -0.01 0.07
H 3.89915 -3.85415 -0.93544 0.03 -0.01 -0.07
H 2.02308 -2.76782 1.23672 0.08 0.06 -0.11
H 1.94955 -2.59358 -1.81640 0.00 0.05 -0.15
H 0.83791 -1.74427 -0.70678 -0.09 -0.14 -0.12
H 0.83679 -3.52048 -0.80397 -0.13 0.06 0.01
H 2.68010 0.10891 -1.90885 -0.09 -0.10 -0.01
H 3.82196 1.31500 -1.26291 0.03 0.07 -0.01
H 2.31268 4.47562 1.44469 -0.21 -0.18 -0.08
H -0.26181 3.97281 -0.13072 -0.14 0.12 0.04
H 0.92060 5.26199 -0.41248 -0.07 0.03 -0.04
H -0.07201 5.30145 1.04673 0.00 -0.03 0.01
H -0.01346 2.53494 1.96081 0.33 0.50 0.33
H 0.62844 3.78113 3.06899 -0.14 -0.05 -0.02
H 1.63967 2.37991 2.67762 -0.14 0.06 0.06
H 3.21004 3.46137 -2.70499 -0.07 -0.01 0.01
H 1.15373 2.62247 -4.80627 -0.11 0.00 -0.07
H 2.49388 1.62612 -4.23367 0.05 -0.14 -0.05
H 2.81508 3.08595 -5.17649 0.11 0.04 -0.06
H 0.67288 4.90073 -3.59199 -0.09 0.00 -0.06
H 2.26051 5.33167 -4.22904 0.09 0.02 -0.06
H 1.93023 5.52008 -2.51052 -0.02 0.09 0.07
H 4.23855 -0.93100 2.64417 0.03 0.09 -0.07
H 6.54420 1.03918 2.26252 0.06 0.12 0.00
H 6.45543 -0.59199 1.58172 0.07 -0.04 -0.05
H 6.56619 -0.37060 3.32982 0.03 -0.02 0.08
H 4.50264 1.99137 3.49445 0.03 0.15 0.00
H 4.57072 0.61502 4.59480 0.03 -0.06 0.07
H 3.07533 0.95845 3.72191 -0.10 0.03 0.08
C -3.48012 3.32107 0.66410 0.08 -0.57 -0.02
S -3.45797 1.70129 1.49882 -0.76 1.52 0.42
C -3.97398 2.29275 3.14213 0.18 -0.28 -0.37
O -1.97000 1.40883 1.65218 0.28 0.13 0.28
H -2.81432 4.01199 1.17133 0.08 -0.03 0.17
H -4.49614 3.70417 0.65966 -0.15 -0.06 0.04
H -3.14845 3.16197 -0.36025 -0.02 -0.06 -0.02
H -3.44333 3.19477 3.43113 0.15 0.05 -0.14
H -3.77569 1.49950 3.85391 0.04 -0.19 0.03
H -5.04352 2.47711 3.11040 -0.14 0.01 -0.12
```
Forces are in eV/Å.

Summary:
gap between HOMO and LUMO: 0.292 Eh
E_HOMO: -12.361 eV
calculated total energy: -4150.607623 Ha
charge: +2

Löwdin population analysis, charges in e, atoms 1 to 4: 0.83 -0.06 -0.07 -0.16

***

What is the charge in the second record? +2

***

Which value of charge does entry 1 give? +3

***

calculated total energy of number 2 (C37H52O7P3SSc)? -4150.607623 Ha